Record 1
DFT (ωB97M-V/def2-TZVPD) results for a molecular structure, C25H29F6N2PSiTc.

The geometry in XYZ format:
```
65
C25H29F6N2PSiTc | the Open Molecules 2025 dataset | ωB97M-V/def2-TZVPD
Tc 0.235 0.363 0.519
C 0.229 1.232 -1.419
Si 1.369 0.196 -2.555
C 0.605 -1.565 -2.229
N 0.412 -1.837 -0.807
C 1.544 -2.542 -0.186
C 1.332 -4.066 -0.063
C 0.499 -4.627 -1.210
C -0.872 -3.935 -1.256
C -0.824 -2.576 -0.530
C 1.050 0.774 -4.331
C 2.021 1.486 -5.027
C 1.759 1.980 -6.290
C 0.522 1.770 -6.875
C -0.452 1.061 -6.193
C -0.193 0.571 -4.927
C 3.215 0.271 -2.183
C 3.737 1.302 -1.402
C 5.091 1.377 -1.143
C 5.954 0.456 -1.714
C 5.455 -0.560 -2.512
C 4.095 -0.663 -2.730
H -0.736 1.336 -1.915
H 0.661 2.234 -1.378
H 1.233 -2.323 -2.700
H -0.363 -1.591 -2.725
H 1.700 -2.182 0.833
H 2.448 -2.321 -0.760
H 0.843 -4.300 0.886
H 2.313 -4.540 -0.045
H 0.377 -5.702 -1.072
H 1.036 -4.494 -2.152
H -1.629 -4.547 -0.764
H -1.188 -3.808 -2.291
H -0.869 -2.744 0.548
H -1.682 -1.963 -0.810
H 2.986 1.660 -4.574
H 2.516 2.539 -6.817
H 0.313 2.162 -7.859
H -1.420 0.900 -6.642
H -0.965 0.036 -4.397
H 3.078 2.044 -0.977
H 5.471 2.150 -0.496
H 7.016 0.540 -1.549
H 6.127 -1.270 -2.967
H 3.707 -1.468 -3.339
N -1.265 1.107 0.946
C -2.094 1.937 1.557
C -1.606 3.228 1.887
C -2.390 4.094 2.612
C -3.668 3.716 3.016
C -4.165 2.463 2.680
C -3.401 1.577 1.952
H -0.610 3.490 1.561
H -2.009 5.072 2.870
H -4.276 4.404 3.582
H -5.158 2.181 2.994
H -3.770 0.602 1.677
F 2.212 0.166 0.655
P 2.598 0.461 2.370
F 2.775 0.699 3.901
F 1.734 1.831 2.169
F 3.286 -0.969 2.345
F 3.908 1.203 1.912
F 1.125 -0.307 2.617
```

## Properties
* energy relative to the best compared isomer or geometry (same formula, charge and spin): 31.3 kcal/mol
* total charge: +1
* lowest unoccupied orbital energy (alpha / beta): -5.08 / -5.17 eV

Record 2
DFT (ωB97M-V/def2-TZVPD) results for 2 unconnected molecules or ions with the total composition C10H16NO3.

The geometry in XYZ format:
```
30
C10H16NO3 | the Open Molecules 2025 dataset | ωB97M-V/def2-TZVPD
O -3.674 0.896 -3.154
O -2.884 0.069 -3.780
C -2.314 0.658 -5.003
N -0.812 0.960 -4.899
C -0.443 0.644 -3.455
C -0.629 1.847 -2.323
C -0.268 1.449 -0.774
C 0.257 -0.071 -0.388
C 0.482 -1.272 -1.529
C 0.118 -0.876 -3.106
H -3.336 1.849 -3.232
H -2.904 1.605 -5.359
H -2.430 -0.173 -5.852
H -1.015 2.886 -2.705
H -0.430 2.283 0.046
H 0.473 -0.271 0.758
H 0.885 -2.350 -1.209
H 0.242 -1.720 -3.935
C 0.522 0.093 4.027
C 1.469 -1.059 3.731
C 2.265 -1.454 4.964
O 2.367 -0.677 2.692
H 1.075 0.982 4.348
H -0.035 0.374 3.128
H -0.192 -0.176 4.812
H 0.898 -1.922 3.369
H 2.880 -0.619 5.318
H 2.951 -2.276 4.733
H 1.603 -1.769 5.777
H 2.878 0.089 3.004
```

## Properties
* energy relative to the best compared isomer or geometry (same formula, charge and spin): 351.6 kcal/mol
* total charge: -1
* lowest unoccupied orbital energy: 2.69 eV

Record 3
DFT (ωB97M-V/def2-TZVPD) results for a molecular structure, C12H24O10P2.

The geometry in XYZ format:
```
48
C12H24O10P2 | the Open Molecules 2025 dataset | ωB97M-V/def2-TZVPD
C 1.390 -2.791 1.613
C 0.955 -1.489 0.802
C 0.101 -1.846 -0.466
O -1.211 -1.220 -0.464
O -2.170 -2.192 -0.097
P -2.912 -1.555 1.276
O -2.037 -1.727 2.488
O -3.247 0.046 0.905
C -2.336 0.947 1.589
O -4.417 -2.233 1.589
P -4.429 -3.912 1.516
O -3.077 -4.568 1.378
H 0.967 -3.718 1.155
H 2.503 -2.895 1.622
H 1.052 -2.666 2.667
H 0.438 -0.831 1.530
H 1.878 -0.967 0.453
H 0.612 -1.498 -1.401
H -0.014 -2.951 -0.581
H -2.271 1.868 0.946
H -2.813 1.260 2.545
H -1.301 0.568 1.694
H -5.022 -4.368 2.740
H -5.341 -4.300 0.484
O -1.429 2.742 -0.531
C -2.146 3.121 -1.414
O -2.299 4.426 -1.751
C -3.306 4.544 -2.768
C -3.372 3.180 -3.424
C -3.031 2.252 -2.270
H -4.250 4.823 -2.292
H -3.022 5.326 -3.471
H -4.335 2.972 -3.888
H -2.602 3.103 -4.196
H -3.917 1.973 -1.695
H -2.499 1.364 -2.606
O 3.176 0.767 0.358
C 4.326 0.436 0.408
O 4.731 -0.822 0.719
C 6.163 -0.860 0.801
C 6.640 0.322 -0.017
C 5.521 1.329 0.189
H 6.454 -0.783 1.852
H 6.526 -1.808 0.404
H 7.622 0.687 0.284
H 6.694 0.045 -1.073
H 5.677 1.936 1.083
H 5.379 1.963 -0.683
```

## Properties
* total charge: 0
* lowest unoccupied orbital energy: 0.79 eV

Record 4
DFT (ωB97M-V/def2-TZVPD) results for a molecular structure, C40H64BN8RuS.

The geometry in XYZ format:
```
115
C40H64BN8RuS | the Open Molecules 2025 dataset | ωB97M-V/def2-TZVPD
Ru 0.111 0.131 -0.984
C -1.266 -4.655 -2.176
C -1.969 -3.307 -1.960
C -1.429 -2.259 -2.934
C -1.829 -2.900 -0.521
C -2.429 -3.584 0.531
C -1.994 -2.958 1.687
C -2.344 -3.532 3.033
C -1.245 -4.521 3.438
C -2.664 -2.551 4.161
N -1.175 -1.947 1.319
N -1.085 -1.911 -0.029
B -0.425 -0.902 2.202
N -1.124 0.487 1.941
N -1.430 0.762 0.655
C -2.263 1.796 0.613
C -2.487 2.230 1.915
C -1.771 1.377 2.742
C -1.878 1.602 4.231
C -0.887 0.917 5.159
C -3.307 1.278 4.694
C -2.979 2.295 -0.608
C -4.471 1.964 -0.466
C -2.438 1.671 -1.887
N 1.100 -0.984 1.837
N 1.505 -0.959 0.546
C 2.789 -1.302 0.485
C 3.229 -1.573 1.779
C 2.150 -1.358 2.616
C 2.388 -1.384 4.103
C 2.703 0.048 4.558
C 1.354 -2.044 5.009
C 3.701 -1.363 -0.713
C 4.885 -0.410 -0.483
C 3.051 -1.037 -2.053
H -1.351 -4.971 -3.214
H -1.707 -5.419 -1.541
H -0.208 -4.579 -1.935
H -3.037 -3.439 -2.172
H 0.340 -1.900 -1.874
H -1.873 -1.281 -2.701
H -1.665 -2.525 -3.969
H -3.093 -4.422 0.455
H -3.257 -4.112 2.850
H -0.286 -4.014 3.493
H -1.167 -5.314 2.698
H -1.469 -4.970 4.403
H -1.771 -2.262 4.704
H -3.345 -3.014 4.873
H -3.142 -1.662 3.761
H -0.548 -1.180 3.327
H -3.098 3.058 2.216
H -1.738 2.685 4.354
H -1.158 -0.123 5.306
H -0.909 1.407 6.132
H 0.119 0.980 4.762
H -3.519 0.223 4.545
H -4.047 1.857 4.146
H -3.411 1.501 5.754
H -2.871 3.385 -0.660
H -4.597 0.889 -0.360
H -5.008 2.289 -1.356
H -4.903 2.448 0.406
H -2.422 0.583 -1.757
H -1.432 2.044 -2.089
H -3.070 1.911 -2.739
H 4.214 -1.882 2.066
H 3.307 -1.975 4.221
H 1.980 0.745 4.147
H 3.688 0.349 4.212
H 2.685 0.114 5.642
H 0.469 -1.434 5.117
H 1.784 -2.186 5.998
H 1.078 -3.019 4.622
H 4.100 -2.387 -0.759
H 4.538 0.621 -0.484
H 5.615 -0.529 -1.281
H 5.379 -0.604 0.465
H 2.328 -0.216 -1.945
H 2.550 -1.906 -2.481
H 3.806 -0.720 -2.770
S 0.795 -3.326 -5.115
C 0.883 -2.646 -3.665
N 0.021 -2.160 -2.824
C -0.793 0.110 -5.897
C 0.047 1.175 -5.261
C 0.597 2.198 -6.029
C 1.340 3.204 -5.424
C 1.946 4.301 -6.249
C 1.520 3.208 -4.053
C 1.017 2.170 -3.237
C 0.287 1.156 -3.909
N 1.129 2.024 -1.904
C 1.639 3.045 -1.010
C 2.995 3.672 -1.404
C 1.822 2.374 0.361
C 0.572 4.151 -0.884
H -1.116 0.414 -6.890
H -1.672 -0.103 -5.290
H -0.219 -0.811 -5.994
H 0.439 2.211 -7.097
H 1.656 4.209 -7.292
H 3.034 4.264 -6.193
H 1.633 5.278 -5.884
H 2.065 4.031 -3.628
H -0.111 0.333 -3.302
H 3.590 2.973 -1.987
H 3.549 3.929 -0.504
H 2.864 4.588 -1.973
H 2.646 1.659 0.320
H 0.903 1.840 0.629
H 2.034 3.120 1.123
H 0.297 4.517 -1.871
H 0.951 4.982 -0.292
H -0.317 3.752 -0.399
```

## Properties
* spin multiplicity: 2
* total charge: 0
* lowest unoccupied orbital energy (alpha / beta): -0.67 / -0.68 eV

Record 5
DFT (ωB97M-V/def2-TZVPD) results for C4H6O in the gas phase.

The geometry in XYZ format:
```
11
C4H6O | the Open Molecules 2025 dataset | ωB97M-V/def2-TZVPD
C 0.970 -0.576 0.677
C -0.515 -0.343 0.635
C -0.693 1.816 -1.027
O 0.391 1.089 -1.052
C 0.293 -0.282 -0.616
H 1.306 -1.593 0.848
H 1.596 0.209 1.089
H -1.265 -1.096 0.838
H -0.803 0.660 0.948
H -1.549 1.107 -0.857
H 0.296 -1.017 -1.421
```

## Properties
* energy relative to the best compared isomer or geometry (same formula, charge and spin): 87.6 kcal/mol
* total charge: 0
* lowest unoccupied orbital energy: 0.68 eV

Number 1: molecular weight 628.57 g/mol, strongest force on any atom 4.6 eV/Å. Number 2: molecular weight 198.24 g/mol, strongest force on any atom 6.5 eV/Å. Number 3: molecular weight 390.26 g/mol, strongest force on any atom 3.6 eV/Å. Number 4: molecular weight 800.96 g/mol, strongest force on any atom 2.8 eV/Å. Number 5: molecular weight 70.09 g/mol, strongest force on any atom 0.9 eV/Å.